[1]
Formula: C2HClF2
Source: the OMol25 dataset
Level of theory: ωB97M-V/def2-TZVPD

The net charge is 0. As for the HOMO energy: -10.1973 eV. The SMILES is FC(F)=CCl. The calculation puts the LUMO energy at -0.693 eV.

Atoms and positions in Å:
F 1.801 0.318 0.693
C 0.687 -0.050 -0.113
F 1.158 -0.192 -1.415
C -0.654 -0.187 0.205
Cl -2.166 0.433 -0.773
H -0.826 -0.321 1.403

***

[2]
Formula: C2HClF2O
Source: the OMol25 dataset
Level of theory: ωB97M-V/def2-TZVPD

The net charge is 0. As for the HOMO energy: -10.5728 eV. The calculation puts the LUMO energy at -0.359 eV.

Atoms and positions in Å:
C 4.227 1.502 0.274
C 4.089 0.046 0.026
O 5.198 0.835 -0.246
F 3.662 -0.570 -1.050
F 4.254 -0.822 0.967
Cl 0.322 0.012 -0.458
H 0.731 1.276 -0.330

***

[3]
Formula: C2HClF2OS
Source: the OMol25 dataset
Level of theory: ωB97M-V/def2-TZVPD

The net charge is 0. As for the HOMO energy (alpha / beta): -9.5579 / -10.6506 eV. The calculation puts the LUMO energy (alpha / beta) at -3.427 / -2.828 eV.

Atoms and positions in Å:
C 0.807 0.107 -0.810
C -0.394 0.279 -0.019
O 1.028 -0.792 -1.562
F 1.638 1.166 -0.728
F -2.675 -0.322 0.844
S -1.529 -0.931 -0.146
Cl 1.643 -0.633 1.780
H -0.520 1.124 0.641

***

[4]
Formula: C2HClF2S
Source: the OMol25 dataset
Level of theory: ωB97M-V/def2-TZVPD

The net charge is 0. As for the HOMO energy: -8.7106 eV. The SMILES is FC(F)=C=S.Cl. The calculation puts the LUMO energy at -1.667 eV.

Atoms and positions in Å:
F 0.410 1.604 -0.393
C -0.608 0.917 0.072
F -1.295 1.719 0.830
C -0.821 -0.382 -0.078
S -1.507 -1.787 0.191
Cl 2.109 -1.315 0.270
H 1.711 -0.757 -0.890

***

[5]
Formula: C2HClFN3
Source: the OMol25 dataset
Level of theory: ωB97M-V/def2-TZVPD

The net charge is 0. As for the HOMO energy (alpha / beta): -8.0988 / -8.0987 eV. The calculation puts the LUMO energy (alpha / beta) at -0.003 / -0.003 eV.

Atoms and positions in Å:
C -0.975 -0.310 -0.155
C 1.368 -0.420 0.242
N -1.162 1.061 0.027
N 0.231 -1.060 0.210
N -1.363 2.113 -0.140
F 2.706 -0.884 0.140
Cl -2.067 -1.270 -0.830
H 1.262 0.769 0.505

***

[6]
Formula: C2HClFNO3
Source: the OMol25 dataset
Level of theory: ωB97M-V/def2-TZVPD

The net charge is 0. As for the HOMO energy (alpha / beta): -10.2062 / -9.7080 eV. The calculation puts the LUMO energy (alpha / beta) at -1.599 / -1.506 eV.

Atoms and positions in Å:
C -1.805 -0.171 0.117
C -0.435 0.354 0.521
N 0.057 -1.866 1.155
O -2.725 -0.330 0.804
O 0.384 -2.562 0.276
O -0.064 -1.945 2.321
F -1.665 -0.550 -1.146
Cl 0.011 1.194 1.967
H 0.207 0.398 -0.336

***

[7]
Formula: C2HClI2S
Source: the OMol25 dataset
Level of theory: ωB97M-V/def2-TZVPD

The net charge is 0. As for the HOMO energy (alpha / beta): -8.2775 / -8.0216 eV. The calculation puts the LUMO energy (alpha / beta) at -0.748 / -1.089 eV.

Atoms and positions in Å:
C 0.247 -2.182 -1.242
C 0.175 1.415 0.579
S 0.519 -0.585 -0.998
Cl -0.603 -3.304 -0.386
I -1.094 0.749 2.078
I -0.422 2.775 -0.832
H 1.178 1.131 0.801

***

[8]
Formula: C2HClN2O2
Source: the OMol25 dataset
Level of theory: ωB97M-V/def2-TZVPD

The net charge is 0. As for the HOMO energy: -12.1270 eV. The SMILES is N#C[C@@H](Cl)[N+](=O)[O-]. The calculation puts the LUMO energy at -0.820 eV.

Atoms and positions in Å:
N -1.060 -2.642 0.481
C -0.463 -1.674 0.462
C 0.395 -0.341 0.390
Cl 0.926 -0.020 2.057
N 1.564 -0.465 -0.536
O 1.335 -0.144 -1.670
O 2.602 -0.845 -0.083
H -0.274 0.440 0.015

***

[9]
Formula: C2HClN2O2
Source: the OMol25 dataset
Level of theory: ωB97M-V/def2-TZVPD

The net charge is 0. As for the HOMO energy (alpha / beta): -10.6682 / -10.6692 eV. The SMILES is O=[N+]([O-])C=C=NCl. The calculation puts the LUMO energy (alpha / beta) at -2.315 / -2.315 eV.

Atoms and positions in Å:
O 0.064 -1.801 0.500
N 0.903 -1.004 0.136
O 2.027 -1.282 -0.143
C 0.669 0.387 0.026
C -0.664 0.680 0.104
N -1.434 0.832 -0.746
Cl -3.126 1.212 0.017
H 1.560 0.977 0.105

***

[10]
Formula: C2HClN2O2
Source: the OMol25 dataset
Level of theory: ωB97M-V/def2-TZVPD

The net charge is 0. As for the HOMO energy (alpha / beta): -9.1242 / -9.1224 eV. The SMILES is [O-][N+]#CCl.C#[N+][O-]. The calculation puts the LUMO energy (alpha / beta) at -1.048 / -1.047 eV.

Atoms and positions in Å:
O -3.602 -2.115 -0.966
N -3.053 -1.178 -0.505
C -2.082 -0.582 -0.118
Cl -1.579 0.867 0.645
C -0.328 -1.894 -0.267
N 0.721 -1.417 0.008
O 1.554 -0.650 0.390
H -0.866 -2.815 -0.343

***

[11]
Formula: C2HClN2S
Source: the OMol25 dataset
Level of theory: ωB97M-V/def2-TZVPD

The net charge is 0. As for the HOMO energy: -9.5235 eV. The SMILES is S=C=NCl.C#N. The calculation puts the LUMO energy at -0.643 eV.

Atoms and positions in Å:
S -3.493 1.860 -0.233
C -3.420 0.343 0.014
N -3.751 -0.786 0.292
Cl -3.133 -2.327 0.013
C -0.181 1.147 0.338
N -0.496 1.086 1.431
H 0.140 1.194 -0.647

***

[12]
Formula: C2HF2N
Source: the OMol25 dataset
Level of theory: ωB97M-V/def2-TZVPD

The net charge is 0. As for the HOMO energy: -12.5072 eV. The calculation puts the LUMO energy at 0.395 eV.

Atoms and positions in Å:
C 1.142 0.530 -0.029
C -0.615 -0.207 0.040
N 2.195 0.921 -0.205
F -0.833 -0.875 -1.074
F -0.613 -1.022 1.086
H -1.277 0.652 0.181

***

Number 1: maximum force 4.13 eV/Å. Number 2: maximum force 1.87 eV/Å. Number 3: maximum force 1.75 eV/Å. Number 4: maximum force 2.00 eV/Å. Number 5: maximum force 9.94 eV/Å. Number 6: maximum force 4.09 eV/Å. Number 7: maximum force 2.90 eV/Å. Number 8: maximum force 4.13 eV/Å. Number 9: maximum force 8.48 eV/Å. Number 10: maximum force 3.66 eV/Å. Number 11: maximum force 1.57 eV/Å. Number 12: maximum force 5.73 eV/Å.